1.
Computed, not measured: a structure of composition C28H25BMgN9O3S at a distorted geometry, with ωB97M-V with the def2-TZVPD basis set.

XYZ file:
```
68
Properties=species:S:1:pos:R:3:mulliken_charge:R:1
Mg -0.772 -0.862 0.012 1.3597
C -0.891 2.143 3.189 -1.2868
C -0.294 1.031 2.590 -0.4481
N -0.890 0.761 1.444 0.3887
N -1.861 1.649 1.277 -0.0859
C -1.889 2.505 2.310 -0.1606
B -2.725 1.649 0.021 -0.2397
N -1.766 1.746 -1.173 -0.2051
C -1.702 2.716 -2.098 -0.2325
C -0.569 2.514 -2.855 -1.6950
C 0.010 1.373 -2.299 -0.3894
N -0.725 0.930 -1.296 0.4359
N -3.485 0.326 -0.079 0.2201
C -4.805 0.096 -0.047 -0.4289
C -5.012 -1.238 -0.337 -1.1674
C -3.728 -1.748 -0.533 -0.7240
N -2.838 -0.788 -0.370 1.0395
H -0.636 2.616 4.116 0.4142
H 0.528 0.438 2.940 0.4447
H -2.611 3.297 2.358 0.4527
H -3.480 2.571 0.027 -0.1881
H -2.453 3.480 -2.153 0.4753
H -0.215 3.107 -3.672 0.4656
H 0.922 0.883 -2.576 0.6869
H -5.506 0.878 0.174 0.4480
H -5.946 -1.758 -0.410 0.4742
H -3.413 -2.742 -0.784 0.5982
O 7.208 2.811 1.468 -0.5091
C 6.072 2.939 0.707 0.6891
O 6.049 3.808 -0.141 -0.6177
C 4.990 2.004 0.965 0.7671
C 4.899 1.121 2.054 -1.0503
C 3.881 0.201 2.156 -1.2285
C 2.896 0.096 1.153 0.9596
C 2.899 1.108 0.162 0.1056
C 3.915 2.006 0.055 -1.0492
N 1.907 -0.846 1.087 0.6655
C 1.553 -1.694 2.152 -0.8493
C 0.361 -2.334 2.373 0.5724
C 0.312 -3.297 3.451 -1.5222
C -0.856 -3.853 3.851 -0.1317
C -2.044 -3.464 3.197 -1.2959
C -1.928 -2.604 2.132 0.0951
N -0.800 -2.075 1.673 0.5270
H 7.133 2.049 2.054 0.2809
H 5.624 1.159 2.861 0.1657
H 3.872 -0.459 3.010 0.3529
H 2.054 1.164 -0.507 0.3718
H 3.911 2.750 -0.727 0.4909
H 2.372 -1.934 2.817 0.0730
H 1.243 -3.574 3.924 0.3499
H -0.886 -4.582 4.655 0.3779
H -3.006 -3.829 3.524 0.4265
H -2.824 -2.306 1.606 0.2528
S 2.350 -1.367 -1.393 -0.3732
C 1.298 -1.155 -0.129 -0.4532
O -0.975 -2.110 -1.840 -0.6820
N -0.819 -1.566 -2.975 0.4460
C 0.327 -1.736 -3.669 -0.2929
C 0.547 -1.079 -4.861 -0.9206
C -0.444 -0.282 -5.417 -0.1426
C -1.647 -0.184 -4.734 -0.9008
C -1.804 -0.826 -3.526 -0.0420
H 1.079 -2.337 -3.180 0.8204
H 1.506 -1.178 -5.344 0.4191
H -0.296 0.235 -6.353 0.4028
H -2.468 0.399 -5.120 0.4354
H -2.710 -0.753 -2.946 0.3616
```

Its frontier orbital gap is 5.013 eV. The value obtained for the molecular weight is 602.8 g/mol. The value obtained for the total energy is -2423.7989 Eh. The calculation puts the HOMO energy at -0.09640 hartree. As for the total charge: -1. As for the LUMO energy: 0.0878 hartree.


2.
Computed, not measured: a structure of composition C28H25BrFN5O6PtS at a distorted geometry, with ωB97M-V with the def2-TZVPD basis set.

XYZ file:
```
68
Properties=species:S:1:pos:R:3:mulliken_spin:R:1
Pt -1.813 -4.004 -0.568 0.7658
Br -0.630 -2.420 2.620 0.0073
C -2.071 -3.627 2.676 -0.0083
C -2.697 -3.879 3.887 0.0108
C -3.813 -4.697 3.890 -0.0073
C -4.283 -5.210 2.690 0.0072
C -3.594 -4.915 1.534 -0.0053
N -2.484 -4.162 1.541 0.1494
C -4.117 -5.427 0.197 0.0008
O -5.130 -6.078 0.177 0.0011
O -3.411 -5.145 -0.868 0.0059
H -2.316 -3.428 4.791 0.0014
H -4.325 -4.911 4.819 -0.0006
H -5.170 -5.821 2.613 0.0014
O 0.402 -3.491 -0.043 0.0099
N 1.265 -4.168 -0.764 -0.0052
C 2.500 -3.651 -0.927 0.0005
C 3.474 -4.341 -1.599 0.0024
C 3.171 -5.595 -2.127 -0.0004
C 1.900 -6.099 -1.970 0.0016
C 0.931 -5.367 -1.286 0.0123
S -0.689 -5.915 -1.062 0.0123
H 2.632 -2.684 -0.466 0.0000
H 4.454 -3.902 -1.710 0.0000
H 3.918 -6.163 -2.662 -0.0001
H 1.619 -7.060 -2.375 0.0007
F 3.353 1.178 -1.183 0.0000
C 2.056 1.386 -0.840 0.0001
C 1.158 0.361 -0.971 -0.0015
C -0.186 0.574 -0.677 0.0006
C -1.124 -0.564 -0.834 0.0024
O -0.721 -1.613 -1.331 0.0111
C -2.455 -0.296 -0.344 0.0004
C -2.784 0.961 0.045 0.0003
N -1.941 2.027 0.067 0.0002
C -2.432 3.316 0.480 -0.0002
C -3.730 3.794 -0.090 0.0000
C -2.445 4.433 -0.527 0.0001
C -0.604 1.838 -0.240 -0.0011
C 0.335 2.861 -0.085 0.0014
C 1.671 2.648 -0.386 0.0001
N 2.581 3.735 -0.223 0.0000
C 3.957 3.458 0.128 0.0000
C 4.565 4.696 0.761 0.0000
N 4.469 5.830 -0.227 0.0000
C 3.042 6.079 -0.639 0.0000
C 2.479 4.792 -1.211 0.0000
C -3.578 -1.311 -0.273 -0.0053
O -4.706 -0.880 -0.087 0.0024
O -3.314 -2.559 -0.394 0.0257
H 1.451 -0.618 -1.321 -0.0002
H -3.804 1.147 0.353 -0.0001
H -2.213 3.566 1.513 0.0000
H -4.388 4.343 0.567 0.0000
H -4.227 3.148 -0.800 0.0000
H -2.220 5.430 -0.176 0.0000
H -2.094 4.195 -1.522 0.0000
H 0.035 3.824 0.301 0.0002
H 4.570 3.152 -0.733 0.0000
H 3.999 2.646 0.853 0.0000
H 5.616 4.560 1.008 0.0000
H 4.009 5.007 1.644 0.0000
H 5.012 5.582 -1.059 0.0000
H 4.886 6.678 0.156 0.0000
H 3.037 6.897 -1.357 0.0000
H 2.510 6.369 0.266 0.0000
H 3.013 4.538 -2.143 0.0000
H 1.435 4.956 -1.475 0.0000
```

Its frontier orbital gap (spin up / spin down) is 6.505 / 6.542 eV. The value obtained for the molecular weight is 853.6 g/mol. The value obtained for the total energy is -4998.2841 Eh. The calculation puts the HOMO energy (spin up / spin down) at -0.36060 / -0.36198 hartree. As for the total charge: +1. As for the LUMO energy (spin up / spin down): -0.1216 / -0.1216 hartree. Its multiplicity is 2. Its expectation value of S² is 0.75.


3.
Computed, not measured: a structure of composition C28H25Cl3CsN10OS2Se at a distorted geometry, with ωB97M-V with the def2-TZVPD basis set.

XYZ file:
```
71
Properties=species:S:1:pos:R:3:mulliken_charge:R:1
Cs 1.581 0.641 0.463 1.2084
C -4.863 -1.607 -1.687 -1.1134
C -4.459 -1.500 -0.268 0.9769
N -5.240 -1.648 0.757 -0.8893
N -4.439 -1.378 1.828 0.2644
C -3.168 -1.061 1.493 0.0064
S -1.917 -0.597 2.477 -0.4102
N -3.189 -1.172 0.137 0.3341
N -2.045 -1.044 -0.643 -0.3915
H -5.940 -1.746 -1.738 0.3347
H -4.369 -2.444 -2.175 0.2460
H -4.587 -0.700 -2.229 0.2660
H -4.795 -1.419 2.763 0.1636
H -1.646 -0.144 -0.397 0.1272
H -2.304 -0.993 -1.627 -0.0298
C -3.029 5.145 1.797 -0.3243
C -2.719 4.888 3.130 -0.6387
C -1.712 3.999 3.447 -0.2229
C -1.001 3.361 2.424 -0.1735
C -1.319 3.616 1.092 0.0826
C -2.335 4.505 0.783 -0.6858
N 0.042 2.446 2.641 0.5450
N 0.265 2.152 3.824 -0.4548
C 1.220 1.177 4.116 0.1071
C 1.949 1.343 5.297 -0.6061
C 2.808 0.336 5.687 -0.4192
C 2.882 -0.820 4.923 -0.5441
C 2.116 -0.892 3.770 -0.5003
N 1.319 0.085 3.360 0.2304
H -3.817 5.847 1.552 0.3674
H -3.270 5.383 3.919 0.3581
H -1.455 3.780 4.474 0.4071
H -0.788 3.095 0.305 0.2978
H -2.583 4.692 -0.253 0.4113
H 1.836 2.256 5.865 0.4582
H 3.397 0.441 6.590 0.3790
H 3.514 -1.645 5.221 0.4065
H 2.133 -1.781 3.145 0.4147
Cl 8.554 3.918 -0.317 -0.2719
C 7.009 3.129 -0.498 0.5296
C 6.155 3.033 0.585 -0.8867
C 4.931 2.415 0.421 0.6748
Cl 3.870 2.291 1.796 -0.1881
C 4.463 1.867 -0.809 -0.4499
O 3.323 1.333 -0.954 -0.7795
C 5.422 1.987 -1.863 0.4007
Cl 4.978 1.321 -3.399 -0.2366
C 6.649 2.600 -1.728 -0.7615
H 6.439 3.436 1.548 0.3822
H 7.317 2.663 -2.575 0.4191
Se -1.964 -0.062 -4.150 -0.4450
C -1.563 1.038 -2.800 0.3198
N -1.315 1.702 -1.877 -0.6665
N 0.985 -1.626 -2.749 -0.0586
C 1.009 -2.621 -1.851 0.1129
S 2.082 -2.650 -0.571 -0.3934
N 0.216 -3.717 -2.012 -0.1172
C -0.677 -4.124 -3.012 0.4217
C -0.604 -3.706 -4.339 -0.1186
C -1.499 -4.206 -5.272 -0.6883
C -2.454 -5.144 -4.914 -0.4831
C -2.502 -5.595 -3.603 -0.5771
C -1.627 -5.086 -2.660 -0.4952
H 1.624 -0.859 -2.583 0.1722
H 0.160 -1.431 -3.315 -0.0274
H 0.279 -4.333 -1.220 0.1842
H 0.162 -3.014 -4.656 0.5665
H -1.439 -3.863 -6.297 0.3769
H -3.152 -5.525 -5.648 0.3961
H -3.236 -6.334 -3.307 0.3621
H -1.671 -5.433 -1.633 0.3366
```

Its frontier orbital gap is 6.244 eV. The value obtained for the molecular weight is 899.9 g/mol. The value obtained for the total energy is -6303.4308 Eh. The calculation puts the HOMO energy at -0.18000 hartree. As for the total charge: -1. As for the LUMO energy: 0.0495 hartree.